[1]
This record from the OMol25 dataset describes a molecular structure, C5H7NO2 in a non-equilibrium geometry. The level of theory is the ωB97M-V functional and the def2-TZVPD basis.

**LUMO energy**: 0.031 Eh
**HOMO level**: -0.365 hartree

ORCA input file:
```
! wB97M-V def2-TZVPD RIJCOSX def2/J DEFGRID3
* xyz 0 1
C 0.147 1.024 0.895
C 0.020 0.453 -0.437
C -1.518 0.197 -0.700
C -0.047 -0.934 -0.218
C 1.428 -1.072 0.228
H -0.283 2.106 0.924
H 1.137 0.959 1.281
H -0.560 0.442 1.571
H -1.777 -0.121 -1.678
H -2.217 1.067 -0.482
H -0.008 -1.764 -1.085
H 1.724 -1.878 0.817
N 2.174 -0.197 -0.259
O -1.449 -0.922 0.198
O 1.228 0.638 -1.055
*
```

In the Mulliken picture, each atom carries the following charge in e: atom 1 (C): -1.10, atom 2 (C): 0.63, atom 3 (C): -0.59, atom 4 (C): 0.14, atom 5 (C): -0.35, atom 6 (H): 0.31, atom 7 (H): 0.40, atom 8 (H): 0.32, atom 9 (H): 0.36, atom 10 (H): 0.29, atom 11 (H): 0.31, atom 12 (H): 0.48, atom 13 (N): -0.40, atom 14 (O): -0.42, atom 15 (O): -0.37

***

[2]
This record from the OMol25 dataset describes C5H7NO2 in the gas phase in a non-equilibrium geometry. The level of theory is the ωB97M-V functional and the def2-TZVPD basis.

**SMILES**: C/C(CC=C=O)=N/O
**LUMO energy**: 0.030 Eh
**HOMO level**: -0.322 hartree

ORCA input file:
```
! wB97M-V def2-TZVPD RIJCOSX def2/J DEFGRID3
* xyz 0 1
C -1.555 -0.571 -1.256
C -0.686 0.300 -0.352
C 0.838 0.468 -0.331
C 1.488 -0.856 0.057
C 2.066 -0.871 1.253
O 2.433 -0.953 2.340
N -1.305 0.794 0.646
O -0.664 1.772 1.387
H -1.079 -1.613 -1.515
H -1.634 -0.155 -2.179
H -2.462 -0.692 -0.619
H 1.282 0.775 -1.194
H 1.019 1.242 0.444
H 1.635 -1.813 -0.537
H -1.375 2.172 1.857
*
```

In the Mulliken picture, each atom carries the following charge in e: atom 1 (C): -0.96, atom 2 (C): 0.67, atom 3 (C): -0.80, atom 4 (C): -0.47, atom 5 (C): 0.51, atom 6 (O): -0.36, atom 7 (N): -0.46, atom 8 (O): -0.39, atom 9 (H): 0.22, atom 10 (H): 0.28, atom 11 (H): 0.34, atom 12 (H): 0.42, atom 13 (H): 0.35, atom 14 (H): 0.30, atom 15 (H): 0.35

***

[3]
This record from the OMol25 dataset describes C5H7NO2 in the gas phase in a non-equilibrium geometry. The level of theory is the ωB97M-V functional and the def2-TZVPD basis.

**SMILES**: C#CCNCC(=O)O
**LUMO energy**: 0.022 Eh
**HOMO level**: -0.316 hartree

ORCA input file:
```
! wB97M-V def2-TZVPD RIJCOSX def2/J DEFGRID3
* xyz 0 1
C 1.603 -1.747 -0.841
C 1.588 -1.089 0.133
C 1.267 -0.054 1.270
N -0.207 0.309 1.122
C -0.549 1.223 -0.026
C -1.160 0.312 -1.045
O -0.912 0.435 -2.207
O -2.146 -0.500 -0.242
H 1.785 -1.971 -1.998
H 1.478 0.073 2.541
H 1.699 0.910 0.816
H -0.966 -0.283 1.326
H 0.448 1.562 -0.265
H -1.210 1.996 0.309
H -2.720 -1.176 -0.892
*
```

In the Mulliken picture, each atom carries the following charge in e: atom 1 (C): 0.21, atom 2 (C): -0.36, atom 3 (C): -0.62, atom 4 (N): -0.38, atom 5 (C): -0.36, atom 6 (C): 0.52, atom 7 (O): -0.47, atom 8 (O): -0.55, atom 9 (H): 0.28, atom 10 (H): 0.30, atom 11 (H): 0.26, atom 12 (H): 0.28, atom 13 (H): 0.28, atom 14 (H): 0.26, atom 15 (H): 0.36

***

[4]
This record from the OMol25 dataset describes a molecular structure, C5H7NO2 in a non-equilibrium geometry. The level of theory is the ωB97M-V functional and the def2-TZVPD basis.

**LUMO energy**: -0.028 Eh
**HOMO level**: -0.307 hartree

ORCA input file:
```
! wB97M-V def2-TZVPD RIJCOSX def2/J DEFGRID3
* xyz 0 1
C 0.278 0.262 -0.099
C 1.557 -0.048 -0.280
C 2.260 -1.249 -0.022
C -0.791 -0.689 0.338
C -2.307 -0.557 -0.022
H -1.302 1.546 -0.320
H 0.940 2.347 -1.021
H 2.204 1.180 -0.364
H 1.746 -2.184 0.176
H 3.408 -1.232 0.345
H -0.144 -1.634 0.554
H -2.191 1.176 1.286
N 0.093 1.664 -0.178
O -2.751 0.842 0.152
O -3.000 -1.423 -0.544
*
```

In the Mulliken picture, each atom carries the following charge in e: atom 1 (C): 1.16, atom 2 (C): -0.28, atom 3 (C): -0.75, atom 4 (C): -0.72, atom 5 (C): 0.64, atom 6 (H): 0.51, atom 7 (H): 0.30, atom 8 (H): -0.02, atom 9 (H): 0.34, atom 10 (H): 0.21, atom 11 (H): 0.09, atom 12 (H): 0.47, atom 13 (N): -0.76, atom 14 (O): -0.68, atom 15 (O): -0.50